Record 1
{
  "formula": "C5H10N2",
  "method": "ωB97M-V with the def2-TZVPD basis set",
  "species": ["C", "C", "C", "N", "H", "H", "H", "H", "H", "H", "H", "C", "C", "N", "H", "H", "H"],
  "positions_angstrom": [[-1.46221, 0.62449, -1.28480], [-0.43293, 1.16864, 1.04918], [-0.52659, -0.08856, 0.18228], [-1.22737, -1.12715, 0.55859], [-0.73096, -2.01679, 0.52461], [0.11732, 0.91638, 1.95814], [-2.36367, 0.73083, -0.68464], [-1.59679, -0.13007, -2.05013], [-1.14100, 1.58209, -1.67868], [-1.43257, 1.49615, 1.32998], [0.08306, 1.97096, 0.52548], [2.03526, -1.08194, 0.26348], [0.96289, -0.35062, -0.47053], [0.84136, 0.10297, -1.59688], [2.37925, -0.48552, 1.11089], [2.87302, -1.29879, -0.39642], [1.62192, -2.01306, 0.65946]],
  "lowdin_charge": [-0.01, -0.05, -0.55, 0.16, 0.06, 0.08, 0.05, 0.05, 0.05, 0.08, 0.09, -0.03, -0.41, 0.21, 0.08, 0.08, 0.08],
  "lumo_ev": [-0.88, 0.18],
  "homo_ev": [-8.23, -8.84],
  "gap_ha": [0.2699, 0.3317]
}

Record 2
{
  "formula": "C5H10N2",
  "method": "ωB97M-V with the def2-TZVPD basis set",
  "species": ["C", "C", "C", "C", "C", "N", "N", "H", "H", "H", "H", "H", "H", "H", "H", "H", "H"],
  "positions_angstrom": [[2.15234, 0.56844, -1.21456], [0.98524, 0.55154, -0.89824], [-0.41372, 0.61766, -0.38048], [-0.58846, 1.67513, 0.71028], [-0.78384, -0.81165, 0.10995], [-0.01349, -1.31329, 1.20941], [-0.45715, -1.76354, -0.98407], [3.20638, 0.63792, -1.38764], [-1.07719, 0.87368, -1.21708], [-1.40650, 1.41353, 1.39016], [0.32091, 1.83068, 1.30017], [-0.84749, 2.63624, 0.25216], [-1.85255, -0.86991, 0.33323], [-0.26586, -0.84862, 2.07832], [0.98136, -1.18275, 1.04283], [0.06602, -1.44753, -1.79389], [-0.00601, -2.56750, -0.55055]],
  "lowdin_charge": [0.12, -0.13, -0.34, -0.07, -0.46, 0.04, 0.03, 0.03, 0.14, 0.08, 0.08, 0.08, 0.13, 0.07, 0.08, 0.06, 0.07],
  "lumo_ev": 1.02,
  "smiles": "C#C[C@H](C)C(N)N",
  "homo_ev": -8.84,
  "gap_ha": 0.3627
}

Record 3
{
  "formula": "C5H10N2",
  "method": "ωB97M-V with the def2-TZVPD basis set",
  "species": ["C", "C", "C", "C", "C", "N", "N", "H", "H", "H", "H", "H", "H", "H", "H", "H", "H"],
  "positions_angstrom": [[1.76736, -0.15527, 0.21254], [1.16669, 1.18475, 0.29378], [0.90593, -1.18205, -0.62661], [-1.10795, -0.00439, 0.08858], [-2.26680, 0.80478, -0.33292], [-1.03799, -1.10938, 0.96424], [-0.50752, -1.14495, -0.40613], [2.72280, -0.12609, -0.32173], [1.94922, -0.56039, 1.21082], [0.96940, 1.65175, 1.23778], [1.13802, 1.79845, -0.58678], [1.05122, -0.96082, -1.68567], [1.26129, -2.19673, -0.43091], [-2.44042, 0.69874, -1.40286], [-2.10199, 1.85840, -0.10657], [-3.15427, 0.47818, 0.21131], [-0.31500, -1.03499, 1.68113]],
  "lowdin_charge": [-0.27, 0.00, -0.19, -0.32, -0.04, 0.08, -0.08, 0.10, 0.09, 0.04, 0.04, 0.11, 0.11, 0.08, 0.07, 0.08, 0.09],
  "lumo_ev": [0.80, 0.72],
  "homo_ev": [-7.76, -7.57],
  "gap_ha": [0.3148, 0.3047]
}

Record 4
{
  "formula": "C5H10N2",
  "method": "ωB97M-V with the def2-TZVPD basis set",
  "species": ["C", "C", "C", "C", "C", "N", "N", "H", "H", "H", "H", "H", "H", "H", "H", "H", "H"],
  "positions_angstrom": [[0.70010, 1.43260, -2.27111], [0.56303, -0.56214, 0.52501], [-0.95610, 1.16476, -0.43110], [-1.27905, -0.22494, 1.50502], [1.40831, -1.61248, 0.72123], [-0.40548, 1.57260, -1.61040], [-0.41609, 0.19427, 0.34965], [1.45616, 0.72515, -2.10450], [0.92617, 2.09835, -2.98668], [-1.77645, 1.73363, 0.11648], [-2.00647, 0.44771, 1.85722], [-1.74263, -1.25126, 1.28016], [-0.62441, -0.32444, 2.36316], [2.49209, -1.16409, 0.87180], [1.41746, -1.85158, 1.82340], [1.26808, -2.48997, 0.13180], [-0.95663, 2.44213, -1.88362]],
  "lowdin_charge": [0.22, 0.09, -0.04, 0.09, 0.06, 0.07, -0.06, 0.11, 0.09, 0.19, 0.12, 0.18, 0.12, 0.21, 0.19, 0.12, 0.23],
  "lumo_ev": [-10.69, -10.69],
  "charge": 2,
  "homo_ev": [-17.38, -17.38],
  "gap_ha": [0.2458, 0.2458]
}

Record 5
{
  "formula": "C5H10N2O",
  "method": "ωB97M-V with the def2-TZVPD basis set",
  "species": ["C", "C", "C", "C", "N", "C", "O", "N", "H", "H", "H", "H", "H", "H", "H", "H", "H", "H"],
  "positions_angstrom": [[0.68785, -1.35555, 0.77514], [0.17419, -1.04012, -0.55923], [-1.61864, 2.08438, -1.41294], [2.16039, -1.37503, 1.02343], [-1.24630, 0.29038, 0.94374], [-0.45010, 0.42412, -0.21578], [0.15145, 0.28330, 1.40751], [-0.41579, 1.35589, -1.09107], [-1.60214, 1.19572, 1.24657], [0.08317, -2.00981, 1.39749], [-0.63717, -1.66969, -0.91467], [0.94906, -0.89911, -1.30832], [-2.14948, 2.44889, -0.51800], [-2.33714, 1.48356, -1.98602], [-1.36063, 2.94897, -2.02517], [2.58282, -2.30031, 0.62148], [2.37702, -1.32685, 2.08889], [2.65145, -0.53872, 0.52697]],
  "lowdin_charge": [-0.15, -0.06, -0.16, -0.05, 0.08, -0.48, -0.12, 0.00, 0.11, 0.13, 0.12, 0.12, 0.06, 0.07, 0.06, 0.10, 0.08, 0.09],
  "lumo_ev": 0.95,
  "homo_ev": -8.16,
  "gap_ha": 0.3348
}

Record 6
{
  "formula": "C5H10N2O",
  "method": "ωB97M-V with the def2-TZVPD basis set",
  "species": ["C", "N", "C", "C", "O", "C", "C", "N", "H", "H", "H", "H", "H", "H", "H", "H", "H", "H"],
  "positions_angstrom": [[-1.09593, 1.82956, 0.24204], [0.13245, 1.21200, -0.19198], [0.27686, 0.75741, -1.52405], [0.53999, -0.52644, -1.24977], [0.83998, -1.62546, -2.00215], [0.38961, -0.33440, 0.24760], [-0.75586, -1.09550, 0.88746], [1.55657, -0.36848, 1.06506], [-1.07196, 1.93657, 1.32720], [-1.15069, 2.82967, -0.19343], [-1.99631, 1.26730, -0.04328], [0.29493, 1.37288, -2.40604], [1.04129, -2.36997, -1.42404], [-1.60461, -1.16149, 0.21103], [-1.06729, -0.58531, 1.79704], [-0.44023, -2.10419, 1.15101], [2.27541, 0.24844, 0.70812], [1.83577, -1.28258, 1.39818]],
  "lowdin_charge": [-0.11, -0.11, -0.05, -0.27, 0.06, -0.46, -0.02, 0.09, 0.08, 0.08, 0.08, 0.11, 0.10, 0.09, 0.08, 0.08, 0.09, 0.08],
  "lumo_ev": 0.66,
  "smiles": "CN1C=C(O)[C@@]1(C)N",
  "homo_ev": -7.46,
  "gap_ha": 0.2983
}

Record 7
{
  "formula": "C5H10N2O",
  "method": "ωB97M-V with the def2-TZVPD basis set",
  "species": ["C", "C", "C", "N", "C", "N", "O", "C", "H", "H", "H", "H", "H", "H", "H", "H", "H", "H"],
  "positions_angstrom": [[1.96226, 1.16218, -0.52136], [1.03723, 0.31191, -1.00169], [-0.39275, 0.44201, -0.73775], [-1.19290, 0.86743, -1.78049], [-0.89557, 0.03667, 0.45362], [-2.22318, 0.01073, 0.78150], [0.04740, -0.30266, 1.47072], [0.73742, -1.54191, 1.44952], [1.74314, 1.83926, 0.29908], [2.99092, 1.10592, -0.85978], [1.30329, -0.34803, -1.82349], [-2.14532, 0.52151, -1.68048], [-0.74479, 0.72947, -2.68350], [-2.34655, -0.12323, 1.78264], [-2.68511, 0.86066, 0.46300], [1.80764, -1.32257, 1.36719], [0.43470, -2.19435, 0.62166], [0.56217, -2.05498, 2.39961]],
  "lowdin_charge": [0.03, -0.15, -0.35, 0.09, -0.36, 0.11, -0.14, -0.10, 0.07, 0.05, 0.10, 0.08, 0.09, 0.10, 0.09, 0.08, 0.10, 0.08],
  "lumo_ev": 1.01,
  "smiles": "C=C/C(N)=C(/N)OC",
  "homo_ev": -6.95,
  "gap_ha": 0.2926
}

Record 8
{
  "formula": "C5H10N2O",
  "method": "ωB97M-V with the def2-TZVPD basis set",
  "species": ["H", "N", "C", "C", "C", "O", "H", "H", "H", "H", "H", "H", "C", "C", "N", "H", "H", "H"],
  "positions_angstrom": [[-1.14847, -1.11229, -2.39675], [-0.74338, -0.17433, -2.43135], [-0.84966, 0.44789, -1.33319], [-0.27105, 1.81903, -1.18428], [-1.40197, -0.18444, -0.06701], [-1.72965, 0.64548, 0.93728], [-1.05104, 2.50182, -0.84692], [0.14392, 2.15217, -2.13103], [0.50508, 1.82593, -0.41675], [-2.20994, -0.89584, -0.29849], [-0.42792, -0.81011, 0.36904], [-0.88183, 0.65222, 1.66145], [1.99306, -1.44827, 1.15753], [0.84439, -0.64479, 1.56873], [0.38132, 0.18856, 2.26282], [2.24107, -1.23341, 0.11705], [2.85575, -1.22278, 1.78509], [1.75035, -2.50683, 1.24678]],
  "lowdin_charge": [0.05, 0.12, -0.43, -0.04, -0.30, -0.11, 0.08, 0.08, 0.08, 0.13, 0.11, 0.06, -0.04, -0.24, 0.17, 0.09, 0.09, 0.09],
  "lumo_ev": 0.15,
  "smiles": "[H]/N=C(/C)CO.CC#N",
  "homo_ev": -9.30,
  "gap_ha": 0.3474
}

Record 9
{
  "formula": "C5H10N2O",
  "method": "ωB97M-V with the def2-TZVPD basis set",
  "species": ["C", "C", "C", "C", "N", "C", "N", "H", "H", "H", "H", "H", "H", "H", "H", "O", "H", "H"],
  "positions_angstrom": [[-1.82051, -2.47754, -0.46626], [-1.31479, -1.34801, -1.43346], [-0.05100, -0.76499, -0.94300], [0.48172, 0.50338, -1.05919], [1.72257, 0.59718, -0.43333], [1.76924, -0.55689, 0.22437], [0.80608, -1.42278, -0.09304], [-2.68150, -2.93658, -0.98063], [-2.17006, -2.04272, 0.48523], [-1.08283, -3.26647, -0.24256], [-1.14889, -1.70426, -2.46836], [-2.05435, -0.52535, -1.47520], [0.01674, 1.32351, -1.60627], [2.61548, -0.91871, 0.80838], [0.65886, -2.33252, 0.35106], [1.54581, 6.23035, 2.84594], [0.88415, 6.35302, 3.56386], [1.82327, 5.28939, 2.92248]],
  "lowdin_charge": [-0.10, -0.19, -0.30, -0.12, 0.06, -0.24, 0.08, 0.07, 0.08, 0.06, 0.12, 0.12, 0.10, 0.12, 0.15, -0.09, 0.04, 0.05],
  "lumo_ev": 0.76,
  "smiles": "CCc1cnc[nH]1.O",
  "homo_ev": -8.42,
  "gap_ha": 0.3374
}

Record 10
{
  "formula": "C5H10N2O",
  "method": "ωB97M-V with the def2-TZVPD basis set",
  "species": ["C", "C", "C", "N", "C", "N", "H", "H", "H", "H", "H", "H", "C", "O", "H", "H", "H", "H"],
  "positions_angstrom": [[-1.90761, -1.08448, -1.55064], [-1.26586, -0.92827, -0.24585], [-0.57627, -1.96224, 0.33606], [0.06446, -1.48178, 1.46018], [-0.27626, -0.16154, 1.55051], [-1.11838, 0.15494, 0.60215], [-1.94296, -0.13756, -2.11285], [-2.87707, -1.55025, -1.68625], [-1.21342, -1.65901, -2.17718], [-0.32191, -2.90810, -0.11901], [0.34996, -1.98620, 2.29094], [0.11558, 0.58649, 2.21784], [2.20417, 2.19638, -0.06506], [0.82079, 2.55648, 0.02238], [2.58054, 2.62524, 0.86782], [2.41089, 1.14293, -0.26510], [2.70604, 2.75198, -0.85762], [0.24731, 1.84500, -0.26832]],
  "lowdin_charge": [-0.06, -0.35, -0.08, 0.05, -0.20, 0.08, 0.08, 0.07, 0.08, 0.11, 0.15, 0.12, -0.16, -0.14, 0.08, 0.08, 0.06, 0.03],
  "lumo_ev": 0.84,
  "smiles": "Cc1c[nH]cn1.CO",
  "homo_ev": -8.80,
  "gap_ha": 0.3542
}

Record 11
{
  "formula": "C5H10N2O",
  "method": "ωB97M-V with the def2-TZVPD basis set",
  "species": ["C", "C", "N", "N", "C", "C", "C", "O", "H", "H", "H", "H", "H", "H", "H", "H", "H", "H"],
  "positions_angstrom": [[2.18806, 0.96263, 0.78845], [1.75291, 0.67567, -0.64456], [0.56327, 0.10695, -0.64473], [0.19373, -0.52105, 0.51673], [-0.89460, 0.35339, 1.29229], [-1.31696, -0.85041, 0.43758], [-1.73201, -1.12984, -1.03736], [-1.86145, 0.18448, -1.69256], [3.10031, 1.62407, 0.19159], [1.44882, 1.43901, 1.49691], [2.41388, -0.18522, 1.19233], [2.10576, 0.82693, -1.54177], [-1.25436, 1.32867, 0.92197], [-0.56413, 0.14705, 2.24057], [-1.25918, -1.63642, 1.10985], [-2.77517, -1.95203, -0.99132], [-1.13350, -1.78612, -1.72359], [-0.97537, 0.41224, -1.91236]],
  "lowdin_charge": [-0.10, -0.18, -0.06, -0.09, -0.01, -0.20, -0.19, -0.11, 0.13, 0.06, 0.13, 0.04, 0.12, 0.07, 0.09, 0.18, 0.11, 0.02],
  "lumo_ev": 0.94,
  "smiles": "C/C=N\\N1C[C@H]1CO",
  "homo_ev": -8.77,
  "gap_ha": 0.3569
}

Record 12
{
  "formula": "C5H10N2O",
  "method": "ωB97M-V with the def2-TZVPD basis set",
  "species": ["C", "O", "C", "C", "H", "H", "H", "H", "C", "N", "C", "N", "H", "H", "H", "H", "H", "H"],
  "positions_angstrom": [[-2.11491, -0.50340, -0.59025], [-1.41115, 0.64269, -1.11914], [-1.15768, 1.58600, -0.26678], [-0.79222, 2.45903, 0.47200], [-2.25013, -1.17640, -1.43355], [-3.07515, -0.19535, -0.16809], [-1.50601, -0.99589, 0.17233], [-0.48455, 3.30741, 1.01705], [1.17634, -0.42515, 1.54207], [0.49060, -1.44922, 1.15496], [1.32409, -0.58436, -1.64912], [1.01924, -1.65142, -1.28896], [1.03194, -2.28831, 0.95465], [0.61458, 0.29970, 2.12789], [1.63374, 0.79424, 0.24055], [2.21624, -0.54996, 1.86222], [2.02142, 0.67184, -0.52491], [1.26361, 0.05854, -2.50291]],
  "lowdin_charge": [-0.05, -0.11, -0.29, 0.10, 0.09, 0.09, 0.05, 0.02, -0.24, 0.00, -0.17, 0.10, 0.04, 0.06, 0.07, 0.07, 0.08, 0.08],
  "lumo_ev": 0.74,
  "homo_ev": -9.23,
  "gap_ha": 0.3664
}

Record 13
{
  "formula": "C5H10N2O",
  "method": "ωB97M-V with the def2-TZVPD basis set",
  "species": ["C", "C", "C", "C", "C", "N", "N", "O", "H", "H", "H", "H", "H", "H", "H", "H", "H", "H"],
  "positions_angstrom": [[-0.56776, 1.23626, -0.05116], [0.49225, 2.05333, 0.13769], [-1.01130, -1.63348, -1.67655], [0.66970, -0.10940, 2.33841], [0.14203, -0.72703, -1.31150], [-0.14790, -0.12686, 0.02534], [0.88740, -0.11735, 0.88826], [1.52634, 1.58772, 0.75458], [-1.50344, 1.48664, -0.48074], [0.41651, 3.05447, -0.08182], [-0.78317, -2.10399, -2.78108], [-1.27405, -2.41013, -1.03466], [-1.86748, -0.93823, -1.71483], [1.63581, -0.48184, 2.73779], [0.40751, 0.90018, 2.83049], [-0.29507, -0.72717, 2.58001], [1.15917, -1.13883, -1.17603], [0.11347, 0.19570, -1.98422]],
  "lowdin_charge": [-0.10, -0.24, -0.10, -0.09, -0.22, -0.16, -0.03, -0.03, 0.09, 0.10, 0.13, 0.03, 0.07, 0.08, 0.10, 0.12, 0.12, 0.13],
  "lumo_ev": 0.76,
  "homo_ev": -8.18,
  "gap_ha": 0.3285
}